Computed, not measured: a single C7H11NO molecule, with ωB97M-V/def2-TZVPD.

Positions of all 20 atoms, in Å:
O (1.76632, 0.45870, 1.73426)
N (0.43378, -0.44491, 0.04490)
C (-1.94141, -0.00696, 0.21632)
C (-0.31753, 1.83595, 0.22850)
C (0.28202, -1.47867, -0.95342)
C (-0.57528, 0.52476, 0.13841)
C (2.84295, -0.65725, -0.00192)
C (1.71529, -0.20417, 0.54350)
C (-3.01798, 0.61175, -0.24522)
H (0.87501, 0.72344, 1.99487)
H (0.69312, -1.17168, -1.92151)
H (0.79680, -2.38045, -0.62184)
H (-0.77580, -1.69571, -1.08791)
H (-4.00325, 0.19228, -0.13602)
H (2.86869, -1.16764, -0.94212)
H (-1.10886, 2.54205, 0.39784)
H (0.68094, 2.23061, 0.15529)
H (3.77194, -0.49890, 0.50971)
H (-2.03456, -0.97127, 0.70097)
H (-2.95214, 1.55807, -0.75459)

## Properties
Kohn-Sham gap: 8.85 eV
Relative energy (zero: lowest compared OMol25 entry of this formula, charge and spin): 50.9 kcal/mol
Calculated total energy: -403.25284 Ha

Atom charges from the Mulliken analysis, given in e for atoms 1 to 4: number 1, O, carries -0.5100; number 2, N, carries 0.1339; number 3, C, carries -0.2783; number 4, C, carries -0.9862


Computed, not measured: a molecular structure, C15H36LuNO2P2Si at a distorted geometry, with ωB97M-V/def2-TZVPD.

Positions of all 58 atoms, in Å:
Lu (-0.19025, -0.99757, 0.59191)
P (2.35935, -0.42543, -0.16821)
P (-2.78906, -0.47816, -0.02016)
Si (0.23448, 0.96887, 3.28033)
O (-0.62761, 2.00995, -2.00863)
O (1.75341, 1.95619, -2.64191)
N (-0.27059, -1.29823, -1.72252)
C (2.11775, -0.55594, -2.00108)
C (0.82473, -1.59361, -3.79846)
C (-2.82562, -1.44400, -1.58311)
C (-1.17079, 0.39451, 2.18759)
C (-1.49049, -1.53922, -2.35634)
C (-0.34304, 1.38325, 5.01194)
C (-4.17882, -1.28096, 0.82005)
C (3.70350, 0.81609, -0.11993)
C (-3.51808, 1.07468, -0.65995)
C (-0.35980, -1.94109, -4.40786)
C (-1.51178, -1.86225, -3.70908)
C (1.57561, -0.34694, 3.40302)
C (3.28726, -2.02271, 0.06427)
C (0.84650, -1.16369, -2.48035)
C (1.02033, 2.51466, 2.55375)
H (3.51229, 1.59218, -0.87493)
H (4.67924, 0.35133, -0.31325)
H (-3.56825, -0.97715, -2.26929)
H (0.46609, 1.82825, 5.62045)
H (0.37821, -2.61416, 1.34593)
H (1.77250, 2.91563, 3.24977)
H (-4.51091, 0.85367, -1.07083)
H (-1.17403, 2.10709, 5.00845)
H (-1.75742, 1.26206, 1.85122)
H (1.17089, -1.36598, 3.48056)
H (-0.39730, -2.20399, -5.51708)
H (0.05855, 1.23985, 0.08104)
H (-4.06654, -2.38074, 0.78647)
H (0.26722, 3.30145, 2.40011)
H (1.87367, 1.96668, -3.62489)
H (2.30669, -0.33094, 2.57817)
H (-1.87629, -0.25170, 2.75411)
H (3.73807, 1.29312, 0.87228)
H (4.24259, -1.95625, -0.48839)
H (2.67051, -2.84671, -0.32547)
H (-2.84064, 1.49229, -1.41925)
H (-4.16416, -0.96815, 1.88190)
H (2.17782, 0.45483, -2.33398)
H (-0.06414, 2.08503, -0.37632)
H (-3.15904, -2.48862, -1.38431)
H (1.76511, -1.60561, -4.34930)
H (2.13993, -0.14949, 4.32401)
H (3.48044, -2.19354, 1.14016)
H (1.51600, 2.34368, 1.58817)
H (-2.52790, -2.06158, -4.13115)
H (-5.13461, -0.98058, 0.36913)
H (-0.69812, 0.49218, 5.55421)
H (-0.79309, 2.95179, -2.01249)
H (2.94195, -1.11664, -2.42664)
H (0.73016, 2.01675, -2.38652)
H (-3.60253, 1.77556, 0.18264)

## Properties
Kohn-Sham gap: 7.47 eV
Relative energy (zero: lowest compared OMol25 entry of this formula, charge and spin): 38.8 kcal/mol
Calculated total energy: -3005.99536 Ha

Atom charges from the Mulliken analysis, given in e for atoms 1 to 4: number 1, Lu, carries 0.8581; number 2, P, carries 0.8986; number 3, P, carries 1.1288; number 4, Si, carries 0.2468


Computed, not measured: 8 unconnected molecules or ions with the total composition C20H33Cl14N2O2S2 at a distorted geometry, with ωB97M-V/def2-TZVPD.

Positions of all 73 atoms, in Å:
Cl (4.31336, -4.80902, -0.75884)
Cl (5.60087, -1.08159, -1.13275)
Cl (-2.44360, -1.05376, -6.39046)
Cl (3.02514, 0.34841, -1.21792)
Cl (-3.48143, 2.67048, -1.33518)
Cl (6.78624, -6.49418, -1.46131)
Cl (-7.10179, -0.31203, -0.99691)
Cl (-1.81702, -2.46326, -3.90470)
Cl (3.54935, -3.49978, -3.26604)
Cl (1.60093, 6.56835, 4.37138)
Cl (-6.29445, 3.04552, -1.91283)
Cl (8.93587, -5.16594, -2.92910)
Cl (2.96154, 3.99123, 4.66861)
Cl (-9.40432, 0.69291, 0.50747)
S (-1.97864, -0.49878, -1.59614)
S (-0.80997, 3.20767, -0.32515)
O (-1.37087, 0.94840, 3.13099)
O (-2.78592, 2.22915, 1.99552)
N (-4.55632, -0.04068, 2.20981)
N (-1.88764, 0.63497, -0.32043)
C (1.70828, -2.17365, -0.00724)
C (0.65404, -0.97470, 2.24278)
C (0.37379, 3.86645, 2.10998)
C (-2.30536, 0.10952, 1.01190)
C (-0.63166, 1.36666, -0.30843)
C (0.35907, -2.02091, 0.16517)
C (2.02598, -1.11752, 2.11406)
C (-1.20653, -1.91805, -5.46663)
C (-0.21529, -1.40450, 1.27764)
C (8.33945, -6.69957, -2.27860)
C (-4.69600, 3.81906, -1.87600)
C (2.56137, -1.68882, 0.99111)
C (-1.72127, -1.27502, 1.38974)
C (-2.11549, 1.18805, 2.14436)
C (4.65795, 0.22819, -1.87302)
C (-7.63544, 0.67545, 0.36319)
C (4.88380, -4.14923, -2.30029)
C (0.70343, 3.64712, 0.61173)
C (-3.87365, -0.08350, 0.92897)
C (1.87230, 5.16504, 5.41425)
H (0.28188, -0.51556, 3.15406)
H (-0.08980, 1.10428, -1.22654)
H (0.91852, 4.68624, 5.60859)
H (2.31740, 5.50568, 6.34214)
H (-0.70226, 3.77434, 2.29222)
H (9.06257, -7.08180, -1.56698)
H (0.73586, 4.84119, 2.46241)
H (-4.27587, 0.66496, 0.24493)
H (-3.27178, -0.37106, -1.98803)
H (2.04185, -2.64679, -0.92376)
H (-7.28743, 1.69066, 0.21319)
H (-7.21149, 0.26462, 1.27399)
H (0.03284, 1.10747, 0.52273)
H (-0.33344, -2.39864, -0.58497)
H (5.17047, 1.16557, -1.68799)
H (-0.88667, -2.78246, -6.03776)
H (5.36678, -4.93295, -2.86358)
H (-2.18800, -2.06930, 0.79503)
H (8.21561, -7.40007, -3.09695)
H (-4.72548, 4.65145, -1.18055)
H (-4.80432, 0.90400, 2.46120)
H (1.36484, 2.77063, 0.55080)
H (-2.00021, -1.47816, 2.43141)
H (-0.36869, -1.25038, -5.29683)
H (1.24778, 4.46655, 0.13851)
H (-4.04606, -0.50815, 2.94479)
H (4.59726, 0.04057, -2.93932)
H (2.70064, -0.76359, 2.88908)
H (0.84219, 3.10104, 2.73763)
H (-4.45286, 4.17337, -2.87229)
H (-4.04918, -1.06367, 0.45582)
H (3.63394, -1.78317, 0.85200)
H (5.58299, -3.34499, -2.09569)

## Properties
Kohn-Sham gap: 6.38 eV
Net charge: -1
Calculated total energy: -8280.94079 Ha

Atom charges from the Mulliken analysis, given in e for atoms 1 to 4: number 1, Cl, carries -0.1785; number 2, Cl, carries -0.1724; number 3, Cl, carries -0.1677; number 4, Cl, carries 0.0477


Computed, not measured: 5 unconnected molecules or ions with the total composition C2H14O4S at a distorted geometry, with ωB97M-V/def2-TZVPD.

Positions of all 21 atoms, in Å:
S (-1.43811, 1.37779, 3.15561)
O (-1.48866, -0.09902, -0.53017)
O (-0.67173, -2.69254, -0.33747)
O (3.99424, -2.33773, -5.51616)
O (0.79790, -1.54043, -2.23726)
C (-0.64670, 2.73947, 2.30752)
C (0.51668, 2.09011, 1.52948)
H (4.40291, -1.84960, -4.79490)
H (-2.41168, 0.13131, -0.31566)
H (0.38382, -1.64088, -3.09735)
H (0.19712, 1.09289, 1.24866)
H (-0.27386, 3.47425, 3.02649)
H (0.88718, 2.59602, 0.64581)
H (0.06045, -1.60987, -1.59281)
H (-1.39550, 0.63859, -1.15834)
H (-2.67127, 1.81508, 3.10452)
H (1.36751, 1.78357, 2.19363)
H (4.41990, -3.19759, -5.49413)
H (-1.40637, 3.17764, 1.62150)
H (-0.82082, -1.74840, -0.18785)
H (-0.33174, -3.20059, 0.39486)

## Properties
Kohn-Sham gap: 9.39 eV
Relative energy (zero: lowest compared OMol25 entry of this formula, charge and spin): 33.1 kcal/mol
Calculated total energy: -783.70060 Ha

Atom charges from the Mulliken analysis, given in e for atoms 1 to 4: number 1, S, carries -0.2512; number 2, O, carries -0.6220; number 3, O, carries -0.6598; number 4, O, carries -0.6360


Computed, not measured: a single C6H13BrO molecule at a distorted geometry, with ωB97M-V/def2-TZVPD.

Positions of all 21 atoms, in Å:
Br (2.21417, 1.04900, 0.52555)
O (2.11784, -1.16152, -1.19069)
C (-0.70370, 0.72086, 0.33715)
C (0.62766, 0.01273, 0.48981)
C (-1.22690, 1.41038, 1.61706)
C (0.75159, -1.15918, -0.93518)
C (0.23372, -2.49010, -0.57283)
C (-0.68767, 1.85392, -0.68526)
H (-0.29451, 1.86686, 1.99226)
H (0.34965, -2.75994, 0.41803)
H (2.65307, -0.97976, -0.38112)
H (0.76527, -3.37402, -1.00648)
H (-0.83307, -2.56599, -0.68588)
H (-1.92618, 2.07218, 1.39702)
H (-1.54372, 0.66301, 2.25462)
H (-0.40459, 2.72969, -0.28221)
H (0.46467, -0.76090, -1.90749)
H (-1.57610, 0.08376, 0.01605)
H (0.05531, 1.54340, -1.42273)
H (0.57208, -0.84738, 1.25949)
H (-1.60858, 2.09301, -1.23718)

## Properties
Kohn-Sham gap: 10.30 eV
Relative energy (zero: lowest compared OMol25 entry of this formula, charge and spin): 62.5 kcal/mol
Calculated total energy: -2885.57285 Ha

Atom charges from the Mulliken analysis, given in e for atoms 1 to 4: number 1, Br, carries -0.0650; number 2, O, carries -0.5521; number 3, C, carries 0.8426; number 4, C, carries -0.5541